# 1
The following is a DFT calculation (ωB97M-V with the def2-TZVPD basis set) of a cluster of 8 separate species, C7H26O10 in total at a distorted geometry.

Each line ends with the Löwdin charge.
CARTESIAN COORDINATES (ANGSTROEM)
O -18.654 22.380 11.059  0.180
C -17.738 22.895 11.601  -0.550
O -17.762 24.197 11.918  0.035
C -16.756 24.493 12.876  -0.120
C -15.816 23.335 12.717  -0.135
O -16.632 22.303 12.173  0.073
H -16.379 25.509 12.826  0.107
H -17.235 24.397 13.858  0.139
H -15.191 23.210 13.604  0.137
H -15.011 23.524 11.995  0.133
C -17.050 25.360 7.380  -0.084
C -18.240 25.898 6.601  -0.296
O -17.837 26.082 5.228  -0.095
H -16.085 25.816 7.178  0.078
H -16.884 24.300 7.173  0.073
H -17.315 25.424 8.438  0.056
H -18.601 26.862 6.970  0.092
H -19.069 25.189 6.535  0.110
H -18.548 25.840 4.634  0.069
C -16.247 30.573 7.842  -0.068
C -17.336 29.636 8.427  -0.309
O -16.792 28.364 8.776  -0.102
H -16.464 31.592 8.156  0.067
H -16.163 30.454 6.768  0.068
H -15.330 30.284 8.356  0.070
H -18.123 29.538 7.671  0.100
H -17.809 30.045 9.325  0.106
H -17.496 27.928 9.276  0.024
O -17.881 27.923 14.374  -0.062
H -17.455 27.676 13.540  -0.019
H -17.502 27.339 15.039  0.029
O -16.131 27.603 12.041  -0.074
H -16.970 27.357 11.589  -0.003
H -15.626 28.082 11.373  0.054
O -20.206 29.119 12.847  -0.055
H -19.971 29.107 11.912  -0.013
H -21.165 29.044 12.855  0.031
O -20.887 28.980 9.964  -0.044
H -21.208 28.273 9.392  0.057
H -21.620 29.605 10.013  0.062
O -18.456 27.038 10.732  -0.037
H -18.487 26.122 11.062  0.066
H -19.383 27.305 10.661  0.052

SMILES: O=C1OCCO1.CCO.CCO.O.O.O.O.O
ΔE to the lowest compared entry with this formula, charge and spin in kcal per mole: 6.8
Gap between HOMO and LUMO in Ha: 0.364
LUMO energy in eV: -0.16

# 2
The following is a DFT calculation (ωB97M-V with the def2-TZVPD basis set) of a cluster of 2 separate species, C4H8N2O in total.

Each line ends with the Löwdin charge.
CARTESIAN COORDINATES (ANGSTROEM)
N 1.642 -0.051 -1.375  0.164
C 1.826 -0.232 -0.024  -0.551
O 2.868 -0.671 0.439  0.029
C 0.712 0.173 0.842  -0.027
N -0.469 0.472 0.369  -0.149
C -1.761 0.991 0.816  -0.068
C -1.397 0.582 -0.550  -0.080
H 2.333 -0.483 -1.968  0.108
H 0.727 0.090 -1.769  0.068
H -0.669 -2.281 0.386  0.046
H 0.851 0.177 1.914  0.125
H -2.358 0.320 1.438  0.099
H -1.729 2.031 1.155  0.106
H -1.186 -2.062 -0.107  0.034
H -1.392 0.944 -1.567  0.095

ΔE to the lowest compared entry with this formula, charge and spin in kcal per mole: 113.0
Gap between HOMO and LUMO in Ha: 0.310
LUMO energy in eV: 0.46

# 3
The following is a DFT calculation (ωB97M-V with the def2-TZVPD basis set) of a structure of composition C35H53AlBrCl7F18N2O6 at a distorted geometry.

Each line ends with the Löwdin charge.
CARTESIAN COORDINATES (ANGSTROEM)
C -3.368 -5.146 -1.391  -0.121
C -1.970 -4.820 -1.937  -0.250
C -1.971 -3.527 -2.746  -0.224
C -2.278 -2.278 -1.923  -0.212
C -1.278 -2.049 -0.782  -0.196
C 0.144 -1.700 -1.265  -0.175
C 0.562 -0.262 -0.944  -0.168
C 0.420 0.748 -2.106  -0.132
C -0.338 1.989 -1.656  -0.241
C -0.425 3.135 -2.664  -0.044
N -0.949 4.306 -1.838  0.119
C -0.975 3.860 -0.394  -0.213
C -1.010 4.946 0.669  -0.102
C -2.257 4.790 1.580  -0.185
C -2.010 4.085 2.911  -0.236
C -1.217 2.799 2.780  -0.229
C -1.252 1.909 4.015  -0.244
C -0.457 2.477 5.203  -0.105
C 0.109 2.789 -0.407  -0.132
C 1.484 3.421 -0.504  -0.176
O 1.612 4.519 -1.003  0.137
C 2.716 2.648 -0.007  -0.348
F 2.940 1.697 -0.959  0.138
F 2.457 2.021 1.142  0.178
C 4.027 3.449 0.120  -0.358
F 4.308 4.061 -1.044  0.157
F 4.997 2.537 0.329  0.174
C 4.091 4.436 1.315  -0.340
F 5.197 5.190 1.108  0.139
F 3.023 5.269 1.307  0.134
C 4.254 3.714 2.680  -0.432
O 5.324 3.299 2.999  0.201
O 3.122 3.629 3.376  0.126
H -3.560 -4.608 -0.465  0.073
H -3.434 -6.214 -1.189  0.026
H -4.122 -4.906 -2.141  0.056
H -1.605 -5.644 -2.549  0.103
H -1.299 -4.770 -1.079  0.098
H -2.757 -3.627 -3.501  0.106
H -1.045 -3.411 -3.310  0.100
H -3.284 -2.328 -1.508  0.104
H -2.193 -1.401 -2.573  0.101
H -1.266 -2.923 -0.133  0.101
H -1.671 -1.237 -0.166  0.103
H 0.819 -2.378 -0.744  0.114
H 0.242 -1.945 -2.323  0.102
H 1.561 -0.231 -0.520  0.110
H -0.096 0.069 -0.139  0.099
H -0.199 0.272 -2.869  0.115
H 1.377 0.975 -2.570  0.115
H -1.363 1.644 -1.500  0.155
H -0.979 2.997 -3.588  0.140
H 0.575 3.413 -2.990  0.135
H -0.313 5.088 -2.004  0.166
H -1.836 4.643 -2.209  0.186
H -1.896 3.285 -0.328  0.145
H -0.126 4.873 1.299  0.124
H -1.081 5.943 0.238  0.122
H -2.668 5.781 1.772  0.110
H -3.044 4.240 1.055  0.107
H -1.551 4.780 3.614  0.114
H -2.989 3.849 3.341  0.049
H -0.160 3.038 2.606  0.107
H -1.574 2.196 1.933  0.108
H -0.804 0.955 3.734  0.103
H -2.283 1.688 4.298  0.072
H -0.146 3.500 4.979  0.072
H 0.460 1.903 5.302  0.057
H -1.003 2.447 6.146  -0.038
H 0.120 2.129 0.458  0.141
H 3.018 2.688 3.657  0.102
C -4.190 3.244 7.108  -2.037
Cl -5.864 3.546 7.619  0.496
Cl -3.062 3.702 8.358  0.498
Cl -4.000 1.530 6.740  0.529
Cl -3.834 4.194 5.648  0.547
C -5.666 -8.424 -2.341  -1.531
Cl -6.809 -7.433 -1.391  0.416
Cl -5.041 -7.499 -3.696  0.559
Cl -4.368 -9.000 -1.309  0.560
H -6.202 -9.282 -2.724  0.013
F 1.569 -1.403 4.667  -0.168
Al 2.770 -0.239 4.605  -0.166
F 4.160 -0.866 3.904  -0.176
F 3.131 0.365 6.135  -0.152
F 2.258 1.098 3.637  -0.168
O -9.573 -6.262 0.732  0.218
H -10.008 -5.930 -0.100  0.153
H -8.649 -6.588 0.542  0.107
H -10.119 -6.971 1.168  0.158
N 3.356 10.124 -1.785  0.052
C 3.990 9.472 -0.812  -0.145
C 3.958 8.093 -0.658  -0.056
C 3.223 7.348 -1.566  -0.077
C 2.558 8.014 -2.584  -0.083
C 2.656 9.395 -2.650  -0.166
H 4.551 10.091 -0.121  0.105
H 4.495 7.619 0.152  0.096
H 3.170 6.273 -1.486  0.070
H 1.974 7.473 -3.319  0.090
H 2.153 9.950 -3.435  0.100
C 3.851 -7.414 -4.653  -0.036
C 3.183 -6.221 -3.947  -0.441
C 2.679 -6.417 -2.513  -0.305
F 1.706 -7.348 -2.458  0.095
F 2.158 -5.250 -2.077  0.095
F 2.186 -5.735 -4.719  0.129
F 4.139 -5.253 -3.861  0.106
O 3.068 -8.160 -5.571  0.049
C 2.294 -9.222 -5.195  -0.552
C 0.813 -8.969 -5.501  -0.286
F 0.364 -7.890 -4.831  0.097
F 0.094 -10.044 -5.106  0.098
F 2.485 -9.566 -3.911  0.157
F 2.666 -10.279 -5.951  0.145
H 4.620 -6.964 -5.277  0.149
H 4.371 -8.060 -3.946  0.148
H 3.495 -6.709 -1.847  0.176
H 0.674 -8.810 -6.572  0.175
O 1.912 0.499 8.760  -0.266
H 2.569 0.321 8.066  0.006
H 2.220 0.038 9.547  0.021
Br -0.516 1.559 8.691  -0.147

Gap between HOMO and LUMO in Ha: 0.036
LUMO energy in eV: -3.39

# 4
The following is a DFT calculation (ωB97M-V with the def2-TZVPD basis set) of a structure of composition C45H31N11PSScSe2 at a distorted geometry.

Each line ends with the Löwdin charge.
CARTESIAN COORDINATES (ANGSTROEM)
Sc -21.846 -3.494 5.215  0.725
C -18.163 -8.673 7.323  -0.070
C -17.078 -7.830 7.109  -0.092
C -17.220 -6.470 6.821  -0.014
C -18.501 -5.979 6.678  -0.091
C -19.084 -4.623 6.388  -0.321
N -20.393 -4.737 6.387  0.034
C -20.814 -6.036 6.649  -0.285
N -21.977 -6.513 6.959  0.222
C -23.062 -5.712 7.070  -0.295
C -24.329 -6.189 7.478  -0.103
C -24.837 -7.528 7.598  -0.012
C -26.156 -7.770 7.766  -0.093
C -27.021 -6.649 7.866  -0.098
C -26.583 -5.360 7.667  -0.052
C -25.221 -5.107 7.456  -0.126
C -24.433 -3.994 6.991  -0.319
N -24.978 -2.775 6.816  0.216
C -24.254 -1.754 6.527  -0.258
N -22.883 -1.710 6.116  0.069
C -22.541 -0.451 5.998  -0.306
N -21.337 0.047 5.652  0.221
C -20.256 -0.681 5.603  -0.268
N -20.163 -2.052 5.676  0.087
C -18.895 -2.367 5.903  -0.261
N -18.346 -3.543 6.212  0.220
C -18.039 -1.172 5.764  -0.097
C -16.676 -0.960 5.801  -0.018
C -16.191 0.332 5.808  -0.059
C -17.118 1.414 5.684  -0.058
C -18.493 1.196 5.622  -0.010
C -18.916 -0.122 5.608  -0.129
C -23.647 0.452 6.335  -0.083
C -23.763 1.872 6.338  0.000
C -25.047 2.351 6.554  -0.082
C -26.150 1.475 6.783  -0.071
C -26.014 0.096 6.798  -0.005
C -24.723 -0.393 6.599  -0.115
N -23.150 -4.378 6.792  0.063
C -19.593 -6.818 6.858  -0.121
C -19.462 -8.152 7.173  -0.004
H -17.972 -9.735 7.639  0.120
H -16.062 -8.245 7.315  0.115
H -16.352 -5.819 6.664  0.119
H -24.123 -8.323 7.489  0.108
H -26.585 -8.765 7.841  0.107
H -28.095 -6.808 8.078  0.112
H -27.294 -4.560 7.726  0.108
H -15.975 -1.793 5.895  0.124
H -15.150 0.588 5.834  0.099
H -16.696 2.423 5.628  0.106
H -19.178 2.019 5.451  0.118
H -22.903 2.560 6.184  0.121
H -25.323 3.399 6.402  0.102
H -27.120 1.941 6.942  0.101
H -26.898 -0.505 6.798  0.108
H -20.343 -8.732 7.403  0.111
Se -20.141 -4.945 3.192  0.428
P -20.485 -3.127 2.092  0.168
Se -22.273 -2.188 2.769  0.410
C -19.070 -2.003 2.344  -0.407
C -17.777 -2.480 2.333  -0.087
C -16.744 -1.533 2.398  -0.064
C -16.977 -0.151 2.395  -0.075
C -18.275 0.277 2.439  -0.091
C -19.313 -0.632 2.375  -0.122
C -20.707 -3.353 0.294  -0.397
C -20.742 -4.605 -0.265  -0.102
C -20.887 -4.754 -1.632  -0.093
C -21.057 -3.685 -2.438  -0.080
C -21.139 -2.407 -1.853  -0.073
C -20.945 -2.206 -0.496  -0.087
H -17.622 -3.567 2.278  0.095
H -15.742 -1.917 2.350  0.099
H -16.164 0.558 2.419  0.109
H -18.492 1.324 2.484  0.108
H -20.333 -0.282 2.479  0.060
H -20.546 -5.525 0.317  0.090
H -20.791 -5.693 -2.114  0.100
H -21.058 -3.733 -3.503  0.100
H -21.440 -1.615 -2.503  0.095
H -21.190 -1.231 0.029  0.116
N -23.190 -5.206 4.017  -0.086
N -24.558 -5.384 4.193  -0.058
C -25.181 -6.585 4.016  -0.946
N -26.426 -6.595 4.535  0.114
S -24.471 -7.795 3.150  0.619
H -22.982 -5.044 3.024  0.029
H -22.667 -6.066 4.214  0.034
H -25.004 -4.743 4.824  0.115
H -26.572 -6.090 5.382  0.055
H -26.894 -7.498 4.483  0.103

ΔE to the lowest compared entry with this formula, charge and spin in kcal per mole: 0.1
Gap between HOMO and LUMO (spin up / spin down) in Ha: 0.182 / 0.182
LUMO energy (spin up / spin down) in eV: -1.67 / -1.67

# 5
The following is a DFT calculation (ωB97M-V with the def2-TZVPD basis set) of an isolated molecule of C2H4BrN at a distorted geometry.

Each line ends with the Löwdin charge.
CARTESIAN COORDINATES (ANGSTROEM)
C 0.901 -0.990 0.037  -0.142
N 0.833 0.225 0.302  -0.080
C -0.495 0.939 0.035  -0.689
Br -1.997 -0.139 0.104  0.697
H 1.792 -1.598 0.300  0.082
H 0.021 -1.528 -0.357  0.016
H -0.667 1.861 0.609  0.057
H -0.388 1.231 -1.030  0.060

SMILES: C=NCBr
ΔE to the lowest compared entry with this formula, charge and spin in kcal per mole: 18.3
Gap between HOMO and LUMO in Ha: 0.395
LUMO energy in eV: 0.90

# 6
The following is a DFT calculation (ωB97M-V with the def2-TZVPD basis set) of a cluster of 2 separate species, C3H7N2O2 in total at a distorted geometry.

Each line ends with the Löwdin charge.
CARTESIAN COORDINATES (ANGSTROEM)
C 1.744 -0.204 1.273  0.000
C -0.315 0.549 1.460  -0.149
C -0.409 -0.671 0.557  -0.069
N 1.029 0.692 1.769  0.155
N 0.931 -1.126 0.490  -0.108
O 0.137 0.188 -2.109  -0.054
O 1.236 -2.190 0.078  0.264
H 2.827 -0.113 1.255  0.165
H -0.447 1.385 0.788  0.150
H -0.929 0.532 2.354  0.156
H -0.998 -1.479 1.082  0.190
H -0.925 -0.417 -0.423  0.161
H 1.112 -0.030 -2.133  0.089
H -0.191 0.623 -2.880  0.051

Charge: +1
ΔE to the lowest compared entry with this formula, charge and spin in kcal per mole: 97.7
Gap between HOMO and LUMO in Ha: 0.317
LUMO energy in eV: -7.42